Record 1
The following is a quantum chemistry calculation of a structure of composition C11H32N4O4Si2, from OMol25.

Its spin multiplicity is 1. The HOMO-LUMO gap comes out at 9.744 eV.

Geometry as XYZ:
```
53
Properties=species:S:1:pos:R:3:forces:R:3
C 8.294 -1.308 1.247 0.0 0.6 -0.1
C 7.505 -0.028 0.979 -0.2 -1.1 0.2
N 6.140 -0.311 0.470 -0.2 0.8 0.4
Si 4.977 0.260 1.628 0.6 0.2 -0.7
O 3.437 0.249 0.973 0.1 -0.4 0.9
Si 2.223 -0.402 1.858 -0.2 0.2 -0.1
O 1.058 -0.946 0.710 0.0 1.4 1.2
C 1.521 -1.997 0.184 0.6 -2.4 -1.5
N 1.961 -2.969 -0.272 -0.4 0.7 0.3
H 7.891 -2.130 0.695 -0.3 -0.5 -0.3
H 8.297 -1.527 2.294 -0.1 -0.4 0.6
H 9.316 -1.180 0.943 0.6 0.0 -0.1
H 8.062 0.570 0.290 0.1 0.6 -0.5
H 7.452 0.515 1.915 0.1 0.5 0.3
H 6.023 0.171 -0.409 -0.1 -0.2 -0.3
H 5.300 1.644 2.042 -0.2 0.0 0.0
H 5.067 -0.600 2.822 -0.2 -0.1 0.1
H 2.631 -1.600 2.601 0.0 0.0 -0.1
H 1.586 0.555 2.766 -0.2 0.1 -0.2
C -2.848 2.455 -1.334 -0.2 0.0 0.0
C -1.963 1.926 -0.210 0.0 0.1 -0.3
C -1.244 3.028 0.581 0.0 -0.1 0.2
O -0.129 3.600 -0.075 0.0 0.1 0.0
C -0.433 4.622 -1.005 0.2 -0.1 0.0
N -1.031 0.937 -0.761 0.0 0.1 0.2
H -2.272 2.773 -2.203 0.1 0.0 0.0
H -3.526 1.674 -1.674 0.0 0.0 0.0
H -3.452 3.300 -0.997 0.0 0.0 0.0
H -2.615 1.406 0.498 0.0 0.0 0.1
H -0.841 2.580 1.493 0.0 0.0 0.0
H -1.946 3.813 0.893 0.0 0.0 -0.1
H -1.290 5.219 -0.681 0.0 0.0 0.0
H -0.627 4.213 -1.999 -0.1 0.1 0.0
H 0.439 5.273 -1.074 0.0 0.0 0.0
H -0.514 0.509 0.000 -0.1 -0.1 0.0
H -0.323 1.442 -1.285 0.0 0.0 -0.1
C -4.307 -2.596 0.772 0.0 -0.1 0.1
C -5.222 -1.851 -0.195 0.3 -0.1 0.1
C -5.227 -2.432 -1.616 -0.2 0.0 0.0
O -4.093 -2.103 -2.390 0.0 -0.1 0.0
C -2.947 -2.906 -2.172 0.1 0.2 0.0
N -4.864 -0.431 -0.184 -0.1 0.0 -0.2
H -3.257 -2.354 0.607 0.0 0.0 -0.1
H -4.543 -2.318 1.799 0.0 0.0 0.0
H -4.428 -3.677 0.678 0.0 0.0 0.0
H -6.243 -1.944 0.187 -0.1 0.0 -0.1
H -6.075 -2.000 -2.155 0.0 0.0 0.0
H -5.378 -3.519 -1.598 0.1 0.0 0.1
H -3.219 -3.942 -1.949 0.0 0.0 0.0
H -2.328 -2.506 -1.366 0.0 -0.1 0.0
H -2.356 -2.889 -3.086 0.0 0.0 0.0
H -5.537 0.084 -0.745 -0.1 0.0 0.1
H -3.991 -0.338 -0.699 0.1 0.0 0.1
```
Forces are in eV/Å.

Record 2
The following is a quantum chemistry calculation of a structure of composition C20H16BrClN2O4Ti, from OMol25.

Its spin multiplicity is 1. The HOMO-LUMO gap comes out at 7.427 eV.

Geometry as XYZ:
```
45
Properties=species:S:1:pos:R:3:forces:R:3
Ti -0.177 -0.226 -0.148 0.8 1.4 0.1
Br -2.797 -0.453 2.906 0.0 0.0 0.0
C -0.985 -0.201 3.372 0.0 0.0 0.2
C -0.641 -0.225 4.720 0.0 0.0 -0.1
C 0.687 -0.040 5.055 0.0 0.0 0.0
C 1.616 0.174 4.044 0.0 0.0 0.0
C 1.164 0.192 2.742 0.1 0.0 0.0
N -0.118 0.000 2.401 0.0 -0.2 -0.2
C 2.113 0.434 1.591 -0.3 0.0 -0.4
O 3.304 0.459 1.723 0.0 0.1 0.2
O 1.461 0.600 0.452 -0.4 -0.7 -0.3
H -1.405 -0.388 5.464 0.0 0.0 0.0
H 0.989 -0.060 6.093 0.0 0.0 0.0
H 2.669 0.325 4.229 0.0 0.0 0.0
O -0.487 -2.193 0.317 0.1 -0.1 -0.2
N -1.599 -2.193 -0.293 -0.4 -0.2 0.5
O -2.128 -1.059 -0.224 0.2 -0.2 -0.4
C -1.272 1.587 -0.162 0.0 -0.2 0.0
C -1.162 2.125 -1.544 0.1 -0.1 0.2
C -0.045 2.870 -1.925 0.0 0.0 -0.1
C 0.112 3.293 -3.238 0.0 0.0 0.0
C -0.845 2.978 -4.191 0.0 0.0 0.0
C -1.967 2.246 -3.820 0.0 0.0 0.0
C -2.124 1.822 -2.512 0.0 0.0 -0.1
H -2.298 1.438 0.168 0.0 -0.1 0.0
H -0.721 2.195 0.557 0.0 0.0 0.0
H 0.714 3.107 -1.187 0.0 0.0 0.0
H 0.987 3.869 -3.514 0.0 0.0 0.0
H -0.722 3.305 -5.215 0.0 0.0 0.0
H -2.720 2.003 -4.559 0.0 0.0 0.0
H -2.992 1.235 -2.237 0.0 0.0 0.0
Cl 6.316 -1.285 -2.148 0.0 0.0 0.0
C 4.579 -1.149 -2.178 0.1 0.0 0.0
C 3.996 0.020 -2.638 0.0 0.0 0.0
C 2.616 0.125 -2.655 0.0 0.0 0.0
C 1.807 -0.925 -2.222 -0.1 0.0 0.2
C 0.324 -0.777 -2.145 0.1 0.2 0.2
C 2.424 -2.093 -1.774 0.1 0.0 0.0
C 3.806 -2.212 -1.749 -0.1 0.0 0.0
H 4.621 0.836 -2.973 0.0 0.0 0.0
H 2.153 1.041 -3.004 0.0 0.0 0.0
H -0.185 -1.708 -2.401 -0.1 0.0 0.0
H -0.039 0.025 -2.791 0.0 0.0 0.0
H 1.818 -2.926 -1.435 0.0 0.0 0.0
H 4.277 -3.120 -1.398 0.0 0.0 0.0
```
Forces are in eV/Å.

Record 3
The following is a quantum chemistry calculation of a structure of composition H22O11, from OMol25.

Its spin multiplicity is 1. The HOMO-LUMO gap comes out at 8.662 eV. As for the energy above the lowest of the compared OMol25 structures with the same formula, charge and spin: 212.0 kcal per mole.

Geometry as XYZ:
```
33
Properties=species:S:1:pos:R:3:forces:R:3
H 0.390 0.109 -0.435 2.0 0.2 -0.5
H -0.990 -0.105 -0.844 0.2 0.2 0.1
H 5.700 1.602 0.093 0.0 0.4 -0.5
H 4.264 1.120 -0.117 0.7 -0.2 -0.3
H -3.027 -3.393 -1.228 -0.8 0.5 -0.1
H -4.295 -2.696 -1.809 -1.0 -0.2 -1.4
H 0.981 -2.590 -0.030 0.8 1.4 1.0
H 0.218 -3.179 -1.129 0.0 -0.5 0.2
H -2.674 -1.308 2.012 -0.1 -0.2 1.3
H -1.445 -1.701 2.737 1.8 -1.0 0.3
H -1.170 -0.569 1.340 1.1 0.1 1.1
H 0.107 0.196 1.802 -1.7 -3.0 0.8
H -3.968 -0.117 0.283 0.0 -0.5 1.0
H -2.663 0.158 -0.571 -2.1 0.1 0.5
H -1.894 3.585 0.107 0.6 -0.1 -0.8
H -3.418 3.493 0.170 -2.5 -0.2 -2.0
H 3.382 1.538 1.200 0.2 -1.8 3.0
H 3.335 0.659 2.543 -1.9 -0.3 1.9
H -0.139 3.552 -2.473 4.3 2.0 -1.4
H -1.485 3.859 -2.113 0.3 -1.3 -0.1
H 5.024 -1.969 -1.153 -1.0 -0.1 -1.0
H 4.140 -1.257 -2.153 -1.0 4.2 -1.4
O -0.450 0.026 -0.044 -2.0 0.7 -3.7
O 4.852 1.490 0.552 6.6 3.4 -7.1
O -3.671 -2.666 -1.119 1.9 -0.4 1.5
O 0.610 -3.411 -0.273 -0.9 -1.0 -1.1
O -2.258 -1.295 2.905 -5.3 -0.4 0.3
O -0.448 -0.671 1.982 4.2 3.2 0.2
O -3.652 0.241 -0.528 1.7 0.8 -1.5
O -2.651 3.508 0.660 1.9 0.1 2.8
O 3.794 0.779 1.745 -5.5 -1.5 3.1
O -0.864 3.094 -2.228 -4.6 -0.7 1.5
O 4.364 -2.079 -1.883 2.0 -4.0 2.4
```
Forces are in eV/Å.

Record 4
The following is a quantum chemistry calculation of a cluster of 2 separate species, CH2N4O2 in total, from OMol25.

Its spin multiplicity is 1. The HOMO-LUMO gap (alpha / beta) comes out at 8.799 / 7.797 eV. As for the energy above the lowest of the compared OMol25 structures with the same formula, charge and spin: 128.9 kcal per mole.

Geometry as XYZ:
```
9
Properties=species:S:1:pos:R:3:forces:R:3
C -1.628 -1.766 0.030 0.4 -0.8 0.9
N -2.208 -2.681 0.442 -0.3 -0.1 0.3
N 0.075 -0.156 -0.297 0.0 -1.0 0.0
N -1.027 -0.852 -0.647 1.7 3.1 -2.0
N -2.433 0.919 -0.059 0.4 0.2 0.4
O -3.584 0.943 -0.376 1.5 0.6 0.8
O -1.662 1.584 0.621 -2.3 -0.6 -1.2
H 0.201 0.175 0.617 -0.3 -0.6 2.3
H 0.426 0.666 -0.785 -1.1 -0.8 -1.6
```
Forces are in eV/Å.

Record 5
The following is a quantum chemistry calculation of a structure of composition C29H44AgBrF4GeN2O3S, from OMol25.

Its spin multiplicity is 1. The HOMO-LUMO gap comes out at 7.029 eV. As for the energy above the lowest of the compared OMol25 structures with the same formula, charge and spin: 0.0 kcal per mole.

Geometry as XYZ:
```
86
Properties=species:S:1:pos:R:3:forces:R:3
Ag 0.614 -0.017 -0.135 0.1 0.0 -0.2
C 2.751 3.348 -2.978 0.0 0.0 0.0
C 2.428 2.264 -1.952 0.0 0.1 -0.1
N 1.021 1.849 -1.898 0.0 0.0 -0.1
C 0.519 1.361 -3.187 0.0 -0.1 0.0
C 1.342 0.212 -3.751 0.0 0.0 0.0
C 0.133 2.889 -1.370 0.0 -0.1 0.0
C -1.067 2.285 -0.651 0.1 -0.2 0.1
N -0.682 1.435 0.477 -0.3 0.1 0.3
C -0.970 1.707 1.792 0.0 0.1 -0.2
C -0.404 0.928 2.828 0.0 0.0 -0.1
F 0.409 -0.100 2.513 0.2 -0.1 -0.1
C -0.611 1.156 4.168 0.0 0.0 0.0
F -0.001 0.348 5.043 0.0 -0.1 0.1
C -1.409 2.182 4.621 0.0 0.0 0.2
C -1.988 2.957 3.644 0.0 0.0 0.0
F -2.784 3.975 3.995 0.0 0.1 0.0
C -1.796 2.739 2.294 0.0 0.0 -0.1
F -2.444 3.596 1.476 0.0 0.0 -0.1
H 3.797 3.641 -2.873 0.0 0.0 0.0
H 2.139 4.242 -2.829 0.0 -0.1 0.0
H 2.606 3.004 -4.005 0.0 0.0 0.0
H 2.692 2.618 -0.959 0.0 0.0 0.1
H 3.039 1.378 -2.128 0.0 0.0 0.0
H 0.462 2.181 -3.916 0.0 0.0 0.0
H -0.507 1.021 -3.029 0.0 0.0 0.0
H 2.285 0.559 -4.177 0.0 0.0 0.0
H 0.786 -0.296 -4.541 0.0 0.0 0.0
H 1.571 -0.514 -2.969 0.0 0.0 0.0
H -0.245 3.520 -2.187 0.0 0.1 0.1
H 0.680 3.534 -0.679 0.1 -0.1 0.0
H -1.615 1.685 -1.382 -0.1 -0.1 0.1
H -1.739 3.070 -0.344 -0.1 0.2 0.0
H -1.567 2.372 5.673 0.0 0.0 -0.1
Br 3.283 5.887 4.278 0.0 0.0 0.0
C 3.468 4.300 3.254 0.0 0.0 0.0
C 2.354 3.765 2.631 -0.1 0.0 0.0
C 2.502 2.606 1.882 0.0 0.2 0.0
C 3.736 1.983 1.758 0.0 -0.1 0.0
C 4.838 2.543 2.390 0.1 0.1 0.1
C 4.714 3.704 3.142 0.0 -0.1 -0.1
C 3.902 0.699 0.962 -0.3 -0.2 -0.2
O 5.031 0.212 0.860 0.0 0.0 0.0
O 2.845 0.196 0.436 0.1 0.2 0.1
H 1.386 4.243 2.734 0.1 0.0 0.0
H 1.653 2.189 1.371 -0.2 -0.1 -0.1
H 5.795 2.047 2.288 0.0 0.0 0.0
H 5.570 4.138 3.640 0.0 0.0 0.0
C 4.019 -2.455 -0.764 0.1 0.2 0.1
S 2.472 -2.400 0.137 -0.4 -0.1 -0.3
C 2.036 -4.138 -0.011 0.1 0.0 0.0
O 1.436 -1.799 -0.861 0.4 -0.5 0.3
H 3.764 -2.255 -1.805 0.1 0.0 0.0
H 4.466 -3.443 -0.651 0.0 0.1 0.0
H 4.661 -1.675 -0.350 -0.1 0.1 -0.1
H 2.748 -4.727 0.571 -0.1 0.0 -0.1
H 2.049 -4.425 -1.064 0.0 0.0 0.1
H 1.034 -4.255 0.404 0.1 0.0 0.0
C -2.488 -4.948 -3.202 0.0 0.0 0.0
C -2.944 -3.520 -3.490 0.0 -0.1 0.0
C -2.936 -2.614 -2.257 0.1 -0.1 -0.1
C -1.528 -2.384 -1.700 0.2 0.0 0.0
Ge -1.619 -1.086 -0.244 -0.2 0.4 0.2
C -1.936 -1.904 1.499 0.1 0.0 0.0
C -3.337 -2.520 1.625 0.0 0.0 0.0
C -4.471 -1.497 1.634 0.0 -0.1 0.0
C -5.825 -2.139 1.923 0.0 0.0 0.0
H -2.567 -5.572 -4.094 0.0 0.0 0.0
H -3.105 -5.403 -2.420 0.0 0.0 0.0
H -1.447 -4.980 -2.870 -0.1 0.0 0.0
H -3.958 -3.539 -3.900 0.0 0.0 0.0
H -2.304 -3.076 -4.259 0.0 0.0 0.0
H -3.578 -3.060 -1.487 0.0 0.0 0.0
H -3.390 -1.654 -2.517 0.0 0.0 0.0
H -0.854 -2.013 -2.478 0.0 0.0 0.0
H -1.081 -3.298 -1.303 0.0 0.0 -0.1
H -2.723 -0.083 -0.621 0.1 0.1 0.0
H -1.784 -1.151 2.270 0.0 0.0 0.0
H -1.163 -2.663 1.641 0.0 0.0 0.0
H -3.368 -3.084 2.562 0.0 0.0 0.0
H -3.514 -3.249 0.825 0.0 0.0 0.0
H -4.514 -0.980 0.672 0.0 0.0 0.0
H -4.253 -0.733 2.388 0.0 0.0 0.0
H -6.066 -2.896 1.171 0.0 0.0 0.0
H -6.627 -1.398 1.920 0.0 0.0 0.0
H -5.824 -2.628 2.900 0.0 0.0 0.0
```
Forces are in eV/Å.

Number 1: strongest force on any atom 0.0569 hartree/bohr. Number 2: strongest force on any atom 0.0320 hartree/bohr. Number 3: strongest force on any atom 0.2003 hartree/bohr. Number 4: strongest force on any atom 0.0792 hartree/bohr. Number 5: strongest force on any atom 0.0145 hartree/bohr.